Molecular formula: C84H98Cl4N14
Method: DFT, ωB97M-V with the def2-TZVPD basis set

Calculated values
* HOMO energy: -20.51 eV
* net charge: +10
* relative energy (zero: lowest compared OMol25 entry of this formula, charge and spin): 446.50 kJ/mol
* calculated total energy: -5862.40759 hartree
* HOMO-LUMO gap: 2.093 eV

Each line ends with the Löwdin charge.
CARTESIAN COORDINATES (ANGSTROEM)
C  1.321  13.668  6.645  0.02
N  0.842  12.422  6.180  -0.07
C  0.933  11.373  7.067  0.09
C  0.464  10.171  6.518  0.03
C  0.009  9.978  5.217  -0.11
C  0.006  11.121  4.340  0.07
C  0.351  12.314  4.901  0.06
C  -0.345  8.629  4.614  -0.06
C  -0.978  7.591  5.349  0.03
C  -1.331  6.381  4.812  -0.01
N  -1.285  6.195  3.473  -0.07
C  -0.724  7.144  2.670  0.03
C  -0.138  8.341  3.180  0.09
C  -1.709  4.909  2.785  0.03
H  2.409  13.746  6.597  0.14
H  1.205  13.811  7.720  0.13
H  0.854  14.402  5.991  0.12
H  1.324  11.518  8.062  0.17
H  0.487  9.313  7.178  0.12
H  -0.336  10.986  3.325  0.13
H  0.338  13.239  4.342  0.16
H  -1.082  7.673  6.423  0.13
H  -1.879  5.615  5.343  0.15
H  -0.496  6.884  1.647  0.14
H  0.357  9.017  2.499  0.13
H  -1.140  4.075  3.195  0.08
H  -1.641  4.797  1.703  0.08
H  -2.761  4.777  3.038  0.11
C  5.348  -6.640  -15.468  0.05
N  4.225  -6.254  -14.608  -0.07
C  3.440  -5.183  -14.873  0.05
C  2.587  -4.595  -13.916  0.07
C  2.467  -5.216  -12.656  -0.13
C  3.186  -6.379  -12.446  0.04
C  4.077  -6.865  -13.390  0.06
C  1.614  -4.542  -11.611  -0.09
C  0.372  -3.906  -11.878  0.07
C  -0.302  -3.297  -10.840  0.02
N  0.300  -3.099  -9.643  -0.09
C  1.548  -3.501  -9.388  0.04
C  2.217  -4.281  -10.371  0.07
C  -0.442  -2.398  -8.574  0.02
H  6.285  -6.717  -14.920  0.12
H  5.510  -5.838  -16.187  0.12
H  5.105  -7.545  -16.025  0.13
H  3.459  -4.823  -15.892  0.16
H  2.130  -3.684  -14.273  0.14
H  3.023  -6.848  -11.486  0.14
H  4.694  -7.751  -13.350  0.16
H  -0.232  -3.911  -12.774  0.15
H  -1.295  -2.940  -11.073  0.16
H  1.903  -3.401  -8.373  0.15
H  3.188  -4.733  -10.226  0.13
H  -0.383  -3.053  -7.705  0.08
H  -1.464  -2.104  -8.803  0.12
H  0.188  -1.530  -8.381  0.05
C  3.349  -5.794  5.344  0.01
N  2.760  -5.627  4.073  -0.10
C  3.526  -5.168  3.076  0.02
C  3.028  -4.947  1.808  0.05
C  1.717  -5.432  1.553  -0.10
C  0.955  -5.868  2.652  0.06
C  1.471  -5.948  3.912  0.03
C  1.128  -5.227  0.200  -0.11
C  2.041  -5.480  -0.913  0.06
C  1.472  -5.731  -2.150  0.04
N  0.165  -5.548  -2.432  -0.08
C  -0.616  -5.076  -1.451  0.00
C  -0.221  -5.058  -0.116  0.04
C  -0.326  -5.773  -3.787  0.05
H  4.328  -6.262  5.247  0.14
H  2.758  -6.552  5.861  0.12
H  3.286  -4.927  6.000  0.11
H  4.567  -4.966  3.284  0.16
H  3.531  -4.449  0.989  0.09
H  0.001  -6.325  2.429  0.14
H  0.909  -6.352  4.741  0.17
H  3.092  -5.648  -0.727  0.12
H  1.990  -6.206  -2.971  0.17
H  -1.623  -4.786  -1.713  0.15
H  -0.907  -4.843  0.691  0.13
H  -0.028  -6.765  -4.125  0.13
H  -0.107  -4.965  -4.482  0.11
H  -1.381  -5.911  -3.549  0.11
C  2.654  -3.291  9.840  0.05
N  2.916  -1.928  9.300  -0.06
C  2.016  -1.354  8.453  0.03
C  2.182  -0.009  8.131  0.05
C  3.508  0.510  8.283  -0.12
C  4.467  -0.236  8.969  0.07
C  4.151  -1.447  9.511  0.05
C  3.859  1.811  7.739  -0.16
C  5.144  2.056  7.218  0.08
C  5.475  3.373  6.729  0.07
N  4.582  4.391  6.803  -0.10
C  3.334  4.110  7.200  0.03
C  2.989  2.858  7.675  0.04
C  4.978  5.747  6.571  0.04
H  1.670  -3.649  9.541  0.11
H  2.652  -3.194  10.927  0.13
H  3.418  -4.046  9.661  0.12
H  1.110  -1.861  8.156  0.15
H  1.495  0.486  7.461  0.10
H  5.451  0.187  9.112  0.15
H  4.746  -1.966  10.250  0.18
H  5.946  1.336  7.303  0.13
H  6.483  3.549  6.380  0.16
H  2.606  4.907  7.180  0.15
H  1.994  2.602  8.011  0.14
H  4.160  6.430  6.353  0.12
H  5.582  5.643  5.668  0.12
H  5.612  6.057  7.401  0.14
C  -0.402  3.410  -4.096  0.04
N  0.607  2.863  -3.165  -0.06
C  1.816  2.507  -3.650  0.06
C  2.803  2.066  -2.723  0.09
C  2.456  1.891  -1.390  -0.16
C  1.169  2.190  -0.948  0.01
C  0.257  2.677  -1.882  0.01
C  3.458  1.507  -0.360  -0.12
C  4.368  0.461  -0.618  0.03
C  5.241  0.017  0.401  0.02
N  5.216  0.630  1.606  -0.09
C  4.443  1.723  1.803  -0.03
C  3.576  2.199  0.848  0.03
C  6.081  0.115  2.698  0.04
H  -0.276  2.981  -5.089  0.11
H  -0.444  4.496  -4.033  0.13
H  -1.307  2.926  -3.725  0.03
H  2.032  2.713  -4.689  0.13
H  3.845  1.924  -2.974  0.14
H  0.966  2.232  0.112  0.10
H  -0.684  3.137  -1.610  0.13
H  4.595  0.013  -1.576  0.09
H  5.959  -0.766  0.199  0.14
H  4.451  2.155  2.794  0.13
H  2.854  2.968  1.081  0.13
H  7.106  0.402  2.465  0.13
H  6.080  -0.970  2.584  0.10
H  5.656  0.249  3.690  0.08
C  1.822  -0.300  4.698  0.02
N  1.293  -0.405  3.316  -0.11
C  0.192  0.263  2.964  0.03
C  -0.348  -0.003  1.677  0.07
C  0.377  -0.738  0.697  -0.10
C  1.507  -1.414  1.133  0.04
C  1.955  -1.185  2.440  -0.01
C  -0.130  -1.016  -0.724  -0.11
C  -1.475  -0.778  -1.117  0.02
C  -1.881  -0.813  -2.452  0.01
N  -1.020  -1.178  -3.424  -0.07
C  0.247  -1.486  -3.139  -0.01
C  0.669  -1.459  -1.812  0.01
C  -1.417  -1.201  -4.830  -0.02
H  2.883  -0.079  4.601  0.10
H  1.573  -1.211  5.244  0.11
H  1.221  0.431  5.237  0.08
H  -0.105  0.968  3.725  0.14
H  -1.368  0.309  1.483  0.06
H  2.053  -2.055  0.452  0.08
H  2.769  -1.687  2.944  0.13
H  -2.258  -0.481  -0.431  0.06
H  -2.852  -0.681  -2.912  0.08
H  0.949  -1.695  -3.935  0.12
H  1.714  -1.717  -1.711  0.04
H  -1.058  -0.276  -5.286  0.07
H  -2.502  -1.265  -4.887  0.09
H  -0.996  -2.042  -5.379  0.09
C  -15.032  -1.171  1.177  0.06
N  -13.625  -1.261  0.700  -0.07
C  -13.315  -1.821  -0.507  0.06
C  -11.994  -1.938  -0.846  0.06
C  -11.003  -1.317  -0.025  -0.12
C  -11.367  -0.855  1.258  0.06
C  -12.712  -0.899  1.624  0.03
C  -9.611  -1.371  -0.533  -0.11
C  -8.490  -1.856  0.183  0.05
C  -7.222  -1.693  -0.290  0.00
N  -6.974  -0.968  -1.421  -0.07
C  -8.008  -0.555  -2.178  0.05
C  -9.332  -0.737  -1.756  0.07
C  -5.573  -0.817  -1.885  0.01
H  -15.206  -0.271  1.764  0.12
H  -15.293  -2.075  1.726  0.13
H  -15.591  -1.166  0.243  0.11
H  -14.202  -2.175  -1.013  0.16
H  -11.715  -2.406  -1.779  0.14
H  -10.571  -0.651  1.960  0.13
H  -12.982  -0.504  2.593  0.16
H  -8.669  -2.359  1.123  0.14
H  -6.321  -1.832  0.291  0.14
H  -7.828  -0.109  -3.146  0.16
H  -10.074  -0.170  -2.300  0.15
H  -5.126  -1.805  -1.988  0.10
H  -5.034  -0.221  -1.149  0.08
H  -5.579  -0.250  -2.816  0.06
Cl  4.292  -2.752  -1.560  -0.37
Cl  -3.806  1.676  -4.440  -0.52
Cl  -3.242  2.158  0.217  -0.55
Cl  1.620  0.146  -6.504  -0.54